Entry 1:
Below is an isolated molecule of C3H3NOS, with properties calculated with ωB97M-V/def2-TZVPD.

Values from the calculation:
**ΔE to the lowest compared entry with this formula, charge and spin**: 192.4 kJ/mol
**E_HOMO**: -9.156 eV
**SMILES string**: NC(=O)C#CS
**Total energy**: -17529.946 eV
**Multiplicity**: 1
**LUMO level**: 0.638 eV
**HOMO-LUMO gap**: 9.79 eV

Atoms and positions in Å:
C: 0.5482 -0.4334 -1.0773
S: -0.7111 -2.7068 -2.3186
O: 2.4776 1.0107 -1.1259
H: 0.3309 1.5664 0.9506
C: 0.2339 -1.4086 -1.7542
C: 1.3855 0.8559 -0.6592
N: 0.6687 1.7646 0.0705
H: 1.0974 2.6856 0.2715
H: -0.2867 -2.9194 -3.5142

Force components x, y, z for each atom (eV/Å):
C 1.55 0.61 -0.49
S -0.81 0.12 1.91
O -0.16 0.17 0.01
H -1.57 -1.79 1.81
C -0.24 1.22 0.87
C -1.20 -2.13 -0.87
N 1.01 2.54 -0.69
H 0.41 -0.86 -1.11
H 1.01 0.12 -1.46



Entry 2:
Below is a cluster of 8 separate species, C26H39N4O10 in total, with properties calculated with ωB97M-V/def2-TZVPD.

Values from the calculation:
**E_HOMO (spin up / spin down)**: 4.574 / 4.527 eV
**Total energy**: -54003.042 eV
**Multiplicity**: 2
**Total charge**: -4
**LUMO level (spin up / spin down)**: 7.616 / 7.695 eV
**HOMO-LUMO gap (spin up / spin down)**: 3.04 / 3.17 eV

Atoms and positions in Å:
C: 0.2010 3.6354 -2.7643
N: 0.1192 0.9077 1.2479
H: 1.0811 2.1425 -1.6079
C: -2.3188 1.0134 -3.2917
H: -2.5299 1.0438 1.8438
O: -0.3207 -0.1094 -1.6215
O: -0.4575 -1.6792 1.6998
C: -1.1424 -3.8844 2.0874
H: 0.0984 1.4559 0.3998
C: -0.6245 2.8970 4.1613
H: -3.4373 1.8683 -6.2526
H: -4.8560 0.2064 2.2635
H: -0.6265 -3.6816 0.0186
H: -5.4214 0.9210 0.8352
O: -2.0737 -1.9751 3.0886
C: 3.1365 -2.4869 -0.9190
H: -2.0503 2.5431 5.9531
H: -0.7276 3.1335 -3.0359
O: 3.6385 0.3811 -4.9147
C: -3.1095 1.5320 -4.2273
C: 3.0158 -1.1160 -0.4726
H: -0.4766 1.3361 1.9419
C: 4.0631 0.6565 3.3399
H: 4.9392 1.1884 2.9689
H: 0.0127 -0.0966 1.2428
H: 0.3265 3.2105 4.5918
H: 1.8972 3.7110 -1.5303
C: -3.3220 1.0834 1.0962
H: -2.1129 0.0448 -7.1052
H: -4.9706 1.9527 2.2364
H: -3.8820 2.2716 -4.0770
C: 3.5554 -2.6381 -2.2277
C: -1.2053 -4.6664 3.1720
C: -0.9205 -5.9921 3.1369
O: 2.6548 2.0456 1.8288
C: -4.7003 1.0840 1.6362
C: 3.2455 -0.0400 -1.3465
H: 2.9436 -3.3126 -0.2501
H: -3.3283 0.1738 0.4956
H: -1.5794 -4.1982 4.0705
H: 0.7990 3.6820 -3.6745
O: 0.2404 -1.6528 -3.0402
C: 0.9261 3.2165 -1.5056
C: -0.7852 -4.3780 0.8287
C: -3.0078 1.1619 -5.5577
H: 4.4080 -0.0332 2.5696
O: -3.1168 2.1117 0.1806
C: -2.0026 2.9818 4.9565
H: 3.4348 2.5651 3.4977
O: 0.2979 3.4192 -0.2557
H: 3.6813 -3.6423 -2.6046
H: 3.7121 -1.8891 -4.1190
H: -0.0404 4.6708 -2.5242
N: -1.3098 -2.4054 2.2595
C: -1.3624 0.0305 -3.7018
O: 3.5555 1.9477 -3.4365
H: 4.1826 0.3973 4.3919
O: -0.6918 3.2831 2.8514
H: 2.9043 -0.9932 0.5946
C: -1.2965 -0.3646 -5.0874
H: -2.1527 4.0443 5.1476
C: -0.3637 -5.7387 0.8168
N: -0.4653 -0.6259 -2.7174
C: -2.1095 0.2468 -6.0442
H: -0.0195 -6.2336 -0.0794
H: -0.6977 -1.1894 -5.4444
H: -2.7583 2.3786 4.4533
H: 2.1169 1.3917 3.7323
N: 3.4861 0.7390 -3.7698
H: -1.0596 -6.5638 4.0425
H: -0.4255 1.8339 4.0258
C: -0.5370 -6.5470 1.9189
H: 1.0808 1.1479 1.4423
H: -0.2114 -7.5761 1.9559
H: -2.3459 1.2573 -2.2400
C: 3.5510 -1.5680 -3.1005
H: 3.2251 0.9440 -0.9019
C: 3.4471 -0.2661 -2.6888
C: 2.9760 1.6536 3.1147

Force components x, y, z for each atom (eV/Å):
C -0.88 1.79 0.12
N 0.64 0.36 -0.17
H 0.55 -0.32 0.13
C 1.99 -1.59 1.65
H -0.09 -0.13 0.63
O -0.12 1.13 1.84
O 0.72 -0.17 -1.10
C -0.16 4.78 -2.15
H -1.35 -0.25 -0.65
C -0.70 -1.79 -2.52
H -0.69 -0.15 -0.42
H 0.07 -0.38 0.57
H -0.07 -0.10 -0.20
H -0.06 0.50 -0.34
O -2.23 0.63 2.50
C 0.34 2.90 0.11
H 0.77 -0.34 0.66
H 0.11 -0.29 0.53
O -0.36 -0.40 -0.49
C -1.26 0.81 -1.14
C 0.85 -1.87 -0.74
H -0.41 1.01 0.31
C 2.36 0.19 -1.15
H 0.89 1.25 1.07
H -0.63 -0.31 -0.65
H 0.05 0.98 1.41
H 0.23 0.10 0.56
C 0.70 1.45 -2.92
H 0.40 -0.30 -0.10
H 0.01 0.37 -0.11
H 0.09 0.20 0.81
C -1.11 -0.58 0.60
C -1.30 -0.59 2.79
C -0.41 -0.04 0.04
O 0.29 -1.73 -0.21
C -1.35 -0.51 1.20
C -0.58 0.29 1.55
H 0.05 0.01 0.05
H 0.58 -1.21 0.15
H 0.15 0.08 0.27
H 0.52 -0.34 0.20
O -0.41 0.13 -0.82
C -0.45 -2.03 0.25
C 1.72 -1.70 0.13
C -0.33 1.33 -1.51
H -1.80 -1.85 0.06
O -0.22 -0.08 0.31
C 1.53 0.24 0.33
H -0.10 0.51 1.38
O 0.35 0.64 -1.54
H 0.07 -0.08 -0.30
H -0.07 0.72 -0.27
H -0.51 0.43 -0.42
N 1.81 -3.80 -1.31
C 1.37 -1.66 0.16
O -0.53 -1.90 -0.30
H 0.19 -0.48 -0.08
O -0.63 1.04 0.71
H -0.41 0.65 -0.05
C -0.17 -0.41 -0.04
H -0.92 0.21 -0.55
C -1.14 1.38 -0.85
N -1.09 0.37 -3.05
C 0.23 -0.21 1.58
H 0.12 0.28 -0.38
H 0.47 -0.01 0.57
H -0.12 0.85 -0.70
H -0.58 -0.13 0.24
N 1.36 2.43 1.75
H 0.19 -0.32 0.07
H 0.02 -1.36 1.14
C 0.67 -0.97 0.90
H 1.71 0.57 1.37
H 0.05 -0.28 -0.48
H -0.24 0.26 0.41
C 0.87 -1.48 -0.93
H -0.12 0.26 -0.07
C -0.59 -0.75 -0.83
C -0.95 1.77 -1.62



Entry 3:
Below is a structure of composition C32H29N2O5PtSSi, with properties calculated with ωB97M-V/def2-TZVPD.

Values from the calculation:
**ΔE to the lowest compared entry with this formula, charge and spin**: 0.0 kJ/mol
**E_HOMO**: -5.202 eV
**Total energy**: -68836.755 eV
**Multiplicity**: 1
**Total charge**: -1
**LUMO level**: 2.510 eV
**HOMO-LUMO gap**: 7.71 eV

Atoms and positions in Å:
H: -4.4294 1.2745 3.4188
H: 0.3099 4.1673 -0.2466
H: -6.6817 -4.8236 -3.0450
H: 4.7749 2.4024 -0.9113
H: -0.0321 6.2672 -1.4694
C: 4.4003 -1.0825 -2.5044
C: -2.4496 -0.6278 1.4753
C: 3.2844 -0.4293 -1.9976
C: -3.4415 -0.3221 2.4147
C: 2.1203 1.7328 3.4365
H: 3.2282 3.9849 0.5219
Pt: -0.2041 -0.6855 0.1558
H: 3.6621 -2.9919 0.5768
C: 1.8103 1.3753 2.1320
Si: 1.8497 1.6819 -0.7443
C: 3.2404 3.6949 2.6351
C: 2.2003 2.1691 1.0518
C: 3.3928 0.8357 -1.4222
C: -2.9301 2.0144 2.0691
H: 2.9691 2.8079 -3.3037
C: -6.0789 -3.9364 0.1941
N: -1.7571 0.3622 0.8688
H: 1.1406 6.6601 -3.6144
C: -1.9547 1.6400 1.1674
C: 2.9201 3.3350 1.3338
C: -5.8544 -4.3481 -1.1158
H: -5.1905 -3.3115 2.0550
C: 1.6587 3.3165 -1.6855
N: -1.9494 -1.8097 1.0247
C: 2.8368 2.8927 3.6925
H: 3.0791 3.1718 4.7112
C: -7.0078 -4.7083 -2.0119
O: 0.5362 0.7993 -0.9781
C: 2.3072 3.5623 -2.8939
H: 3.7994 4.6041 2.8237
C: -3.6714 1.0094 2.6921
O: 1.0301 -2.1149 2.0550
H: 6.5192 -0.9884 -2.8384
H: 6.7482 1.2547 -1.8153
C: 1.2836 5.7296 -3.0784
C: 5.7760 0.7794 -1.8715
C: 0.6260 5.5084 -1.8756
C: 2.7880 -3.4169 1.0697
H: -3.0895 3.0585 2.2934
O: -1.2898 -4.1716 1.2899
H: 2.4903 -4.3069 0.5152
H: -7.4673 -5.6486 -1.6993
C: -3.7218 -3.7065 0.5602
H: -2.4559 -4.1809 -1.0906
C: -4.5407 -4.4333 -1.5692
H: 2.6425 4.9170 -4.5243
H: -7.0954 -3.8668 0.5649
C: -5.0210 -3.6172 1.0320
C: 5.6474 -0.4789 -2.4455
C: -3.4771 -4.1162 -0.7406
H: 3.0233 -3.6892 2.0953
C: 1.6519 -2.4214 1.0444
H: -7.7822 -3.9405 -1.9838
C: 4.6573 1.4230 -1.3648
H: -3.9638 -1.1183 2.9199
H: -1.3129 2.3444 0.6560
H: -4.3485 -4.7503 -2.5874
H: 2.3160 -0.9133 -2.0235
H: 4.2948 -2.0694 -2.9387
H: 1.7992 1.0964 4.2517
S: -2.3451 -3.2528 1.5984
C: 0.8170 4.3169 -1.1937
C: 2.1254 4.7529 -3.5865
O: 1.3969 -1.9341 -0.1323
H: 1.2542 0.4588 1.9614
O: -2.8641 -3.1889 2.9451

Force components x, y, z for each atom (eV/Å):
H -0.01 0.00 0.01
H -0.02 -0.01 0.03
H 0.00 0.00 -0.01
H 0.01 0.01 0.01
H 0.00 0.00 0.00
C 0.03 -0.03 -0.02
C -0.17 -0.18 0.02
C -0.09 -0.03 -0.07
C -0.09 0.06 -0.05
C 0.00 0.01 0.06
H 0.01 0.02 -0.03
Pt -0.94 -0.07 -0.42
H 0.02 0.01 -0.01
C -0.04 -0.04 0.00
Si 0.22 0.03 0.02
C 0.01 0.03 0.00
C -0.01 0.07 -0.10
C -0.08 0.02 0.06
C 0.04 0.00 -0.04
H 0.01 -0.01 -0.01
C 0.01 -0.01 -0.02
N 0.13 0.06 -0.09
H 0.00 0.01 -0.01
C -0.17 0.13 -0.06
C -0.01 0.00 0.00
C 0.01 0.00 0.02
H -0.01 0.01 0.03
C 0.02 -0.07 0.07
N 0.86 0.14 0.17
C 0.00 -0.01 0.03
H 0.00 0.00 0.01
C -0.02 0.00 -0.01
O 0.10 -0.13 0.30
C 0.03 -0.04 -0.05
H 0.00 0.00 0.00
C 0.00 -0.02 -0.04
O 0.31 -0.12 0.28
H 0.01 0.00 0.00
H 0.01 0.00 0.00
C -0.01 0.02 -0.01
C 0.05 0.01 -0.01
C -0.02 0.03 0.00
C 0.00 0.00 -0.01
H -0.01 0.01 0.00
O -0.02 0.07 -0.04
H -0.01 -0.02 -0.01
H 0.00 0.00 0.00
C 0.03 0.06 0.07
H 0.03 0.00 -0.02
C -0.01 0.00 0.00
H 0.00 0.00 -0.01
H -0.01 0.00 0.00
C -0.01 0.00 0.03
C 0.02 -0.01 0.00
C 0.03 0.00 -0.04
H 0.00 0.01 0.00
C 0.09 -0.14 0.00
H -0.01 0.00 0.00
C 0.03 0.05 0.03
H 0.00 0.02 0.02
H 0.03 0.02 0.00
H 0.00 0.00 -0.01
H 0.07 0.02 -0.02
H 0.00 -0.01 -0.01
H 0.01 -0.01 0.01
S -0.14 -0.15 -0.02
C -0.01 0.01 0.04
C 0.01 0.02 -0.04
O -0.37 0.18 -0.01
H 0.03 -0.04 0.01
O 0.02 0.03 -0.04



Entry 4:
Below is a cluster of 2 separate species, CH4NO2 in total, with properties calculated with ωB97M-V/def2-TZVPD.

Values from the calculation:
**ΔE to the lowest compared entry with this formula, charge and spin**: 209.6 kJ/mol
**E_HOMO**: -1.814 eV
**Total energy**: -6686.321 eV
**Multiplicity**: 1
**Total charge**: -1
**LUMO level**: 4.902 eV
**HOMO-LUMO gap**: 6.72 eV

Atoms and positions in Å:
H: 0.8081 -0.6426 -2.2898
C: 0.7165 0.3790 0.5164
H: -0.8103 0.8145 1.8457
N: -0.1976 0.0239 1.6123
O: 0.4094 1.4117 -0.0762
H: -0.1122 -0.3024 -1.1566
H: -0.7383 -0.8238 1.5124
O: -0.0756 -0.8602 -1.9642

Force components x, y, z for each atom (eV/Å):
H -0.19 -0.09 0.18
C -0.14 -1.01 -0.03
H -0.23 -0.11 -0.32
N 0.07 0.91 0.61
O 0.02 0.70 0.36
H 0.13 -0.31 -0.42
H 0.38 -0.24 -0.14
O -0.05 0.15 -0.25